Entry 1:
DFT (wB97M-V/def2-TZVPD) results for 2 unconnected molecules or ions with the total composition C15H32IN2O2 at a distorted geometry.

XYZ file:
```
52
Properties=species:S:1:pos:R:3:forces:R:3
I -2.880 1.235 -2.400 0.24 0.10 -0.68
O 1.882 3.741 -3.290 -2.60 -1.38 -2.70
O 0.218 3.715 -4.981 0.87 -1.03 2.33
N 0.003 -1.920 1.889 -0.33 -0.36 0.01
N 1.324 1.656 -4.198 -1.43 1.66 -0.53
C 1.189 3.136 -4.115 1.92 -0.04 1.48
C 1.606 -1.235 3.859 -0.07 -0.12 0.33
C -2.295 1.941 -4.386 0.84 0.63 -1.03
C -0.948 -4.155 1.572 0.13 -0.29 -0.05
C -1.051 -2.270 2.972 0.03 0.15 -0.18
C 0.274 -0.286 -0.144 0.22 0.06 -0.18
C -1.941 -3.322 2.348 -0.21 0.04 0.10
C 1.719 0.219 -0.205 0.08 0.06 -0.12
C -0.845 4.187 -4.101 -2.06 0.88 0.28
C -0.386 -0.606 1.203 -0.07 -0.11 -0.27
C 2.032 1.382 0.724 0.19 -0.04 0.04
C 0.909 0.075 4.195 -0.09 0.19 0.03
C 1.403 -1.899 2.489 0.20 -0.03 0.05
C -2.282 3.538 -4.417 0.06 0.15 0.53
C -0.114 -3.098 0.877 0.01 0.16 0.12
H 2.240 1.027 1.734 -0.05 0.10 0.10
H 0.877 1.325 -5.075 0.34 0.31 0.78
H 1.358 -1.958 4.642 0.01 0.03 -0.07
H -2.969 1.453 -5.162 0.75 0.75 1.28
H -1.462 -0.692 1.019 0.10 -0.12 0.10
H -0.632 3.993 -2.997 0.07 0.29 -1.51
H 0.187 -1.124 -0.840 -0.15 -0.01 0.10
H 1.211 2.103 0.764 0.05 -0.01 0.00
H -0.332 -4.759 2.245 -0.09 0.01 -0.02
H -2.972 3.903 -3.572 0.97 -0.31 -1.38
H 1.104 0.856 3.463 -0.02 0.03 0.01
H -0.967 5.311 -4.268 0.34 -1.53 0.38
H -0.253 0.204 1.917 0.15 -0.14 0.05
H 2.927 1.907 0.385 -0.12 -0.01 0.05
H -2.687 3.967 -5.387 0.54 -0.81 1.04
H -1.591 -1.369 3.262 0.26 -0.01 0.00
H -0.661 -2.747 0.003 0.18 0.15 0.12
H 1.278 0.446 5.155 -0.03 -0.10 -0.10
H 2.069 -1.460 1.751 -0.22 0.09 -0.13
H -0.343 0.504 -0.590 -0.11 -0.12 0.24
H -0.170 -0.046 4.301 0.03 0.07 -0.03
H -1.435 -4.826 0.862 0.19 0.06 -0.02
H 1.896 0.555 -1.234 -0.08 -0.16 0.08
H -2.483 -3.901 3.097 0.04 0.16 0.00
H 0.882 -3.434 0.587 -0.08 0.23 -0.01
H -0.532 -2.696 3.831 0.07 0.19 -0.10
H 1.707 -2.945 2.594 -0.16 0.09 -0.08
H -1.233 1.574 -4.556 -1.56 0.31 0.25
H 2.430 -0.595 -0.046 0.03 0.02 -0.03
H 0.727 1.324 -3.418 0.68 -0.01 -0.49
H -2.674 -2.860 1.679 0.03 -0.08 0.03
H 2.684 -1.071 3.965 -0.08 -0.17 -0.20
```
Forces are in eV/Å.

Properties
Lowest unoccupied orbital energy: -2.381 eV
Largest force on an atom: 3.99 eV Å⁻¹
Molar mass: 399.3 g/mol
Kohn-Sham gap: 9.69 eV
Total charge: +1
Highest occupied orbital energy: -12.071 eV
Energy: -1148.156321 Eh



Entry 2:
DFT (wB97M-V/def2-TZVPD) results for C6H8O2 in the gas phase at a distorted geometry.

XYZ file:
```
16
Properties=species:S:1:pos:R:3:forces:R:3
O -1.435 -0.257 -1.747 0.71 0.64 1.26
O -0.487 1.321 -3.003 0.19 -0.27 1.00
C -0.618 0.836 -1.908 -0.63 0.06 -0.55
C 0.015 1.362 -0.600 -0.05 -0.41 -0.66
C -0.464 -1.969 0.785 0.44 -1.13 1.61
C 0.243 -0.879 0.806 0.75 2.45 -1.02
C 0.920 0.186 1.597 0.24 -1.39 0.15
C 0.840 0.291 0.083 -0.17 -0.80 -0.14
H 1.887 -0.059 2.056 -0.42 0.22 -0.16
H 0.230 0.733 2.221 0.09 0.52 -0.04
H -0.779 1.672 0.083 -0.10 0.09 -0.12
H -1.413 -0.458 -0.777 -0.20 -0.15 -1.03
H -0.478 -2.409 1.782 -0.65 -0.45 -0.26
H 1.726 -0.036 -0.465 0.03 0.43 0.20
H -0.808 -2.564 -0.043 -0.14 0.29 -0.36
H 0.622 2.229 -0.870 -0.09 -0.10 0.13
```
Forces are in eV/Å.

Properties
Lowest unoccupied orbital energy: 0.782 eV
Largest force on an atom: 2.75 eV Å⁻¹
Energy above the lowest of the compared OMol25 structures with the same formula, charge and spin: 41.8 kcal per mole
Structure (SMILES): C=C1C[C@@H]1CC(=O)O
Molar mass: 112.1 g/mol
Kohn-Sham gap: 11.06 eV
Highest occupied orbital energy: -10.275 eV
Energy: -383.843457 Eh



Entry 3:
DFT (wB97M-V/def2-TZVPD) results for a gas-phase ion, C3H10NS (charge +1) at a distorted geometry.

XYZ file:
```
15
Properties=species:S:1:pos:R:3:forces:R:3
S 0.694 -0.796 2.400 -0.06 -0.37 0.58
N -1.143 0.663 -0.776 -2.86 3.59 1.15
C -0.236 -0.338 -0.155 -1.41 -1.47 -0.81
C 0.367 0.409 1.072 3.84 -1.58 -0.28
C 0.686 -0.801 -1.289 2.03 4.93 1.56
H -2.171 0.425 -0.532 1.85 0.45 -0.93
H 1.420 -1.334 -0.823 1.58 -2.86 0.90
H -1.008 1.648 -0.176 -0.32 -2.88 -2.60
H 1.468 0.072 -1.518 -2.16 -1.16 -0.47
H -1.024 0.807 -1.829 -0.26 -0.09 1.81
H 1.476 0.637 0.727 -2.22 0.14 0.52
H -0.876 -1.324 -0.037 1.00 2.23 0.95
H 0.167 -1.227 -2.095 -0.34 -0.66 -1.10
H -0.009 1.328 1.546 -0.63 -0.37 -0.82
H 0.189 -0.169 3.485 -0.03 0.08 -0.45
```
Forces are in eV/Å.

Properties
Lowest unoccupied orbital energy: -3.944 eV
Largest force on an atom: 5.56 eV Å⁻¹
Energy above the lowest of the compared OMol25 structures with the same formula, charge and spin: 53.1 kcal per mole
Structure (SMILES): C[C@H]([NH3+])CS
Molar mass: 92.2 g/mol
Kohn-Sham gap: 9.00 eV
Total charge: +1
Highest occupied orbital energy: -12.941 eV
Energy: -572.914548 Eh